{
  "formula": "C21H46DyNO2P3",
  "method": "the ωB97M-V functional and the def2-TZVPD basis",
  "fmax_ev_per_a": 2.86,
  "total_charge": 3,
  "de_lowest_ev": 0.483,
  "e_lumo_ha": [-0.392, -0.338],
  "energy_ha": -2941.17904,
  "spin_multiplicity": 6,
  "orbital_gap_ev": [6.4, 7.9],
  "species": ["H", "H", "H", "O", "H", "P", "H", "H", "H", "H", "C", "C", "H", "C", "H", "H", "H", "H", "H", "H", "H", "H", "P", "C", "C", "H", "H", "H", "H", "C", "H", "C", "H", "C", "H", "H", "C", "C", "H", "H", "H", "C", "C", "C", "H", "H", "H", "H", "H", "C", "Dy", "O", "H", "H", "H", "H", "P", "H", "N", "C", "H", "C", "H", "H", "C", "C", "H", "H", "H", "C", "C", "H", "C", "H"],
  "xyz": [[-1.314, 4.928, -0.676], [3.270, 1.832, -1.836], [-2.002, 0.198, 5.627], [-1.416, -1.091, -1.087], [-2.258, -2.912, -5.905], [1.945, 0.940, 1.795], [0.976, 0.193, 3.910], [3.022, -1.202, 2.153], [1.430, 3.763, -1.684], [-3.652, -1.025, -5.068], [3.580, 0.790, -1.684], [2.859, -1.924, -1.261], [3.322, 2.857, 2.387], [-1.835, -0.439, 2.892], [0.968, 2.618, -2.971], [-2.132, -0.484, -0.743], [-3.475, -0.666, 5.100], [3.567, -1.847, -0.426], [-0.356, -3.226, -2.022], [0.516, 1.873, 3.542], [1.045, -3.799, 2.139], [-0.899, -4.379, 0.685], [-0.665, 2.624, -1.152], [-2.142, -2.572, -4.874], [-1.826, -1.694, -2.311], [4.164, 0.731, -0.758], [2.165, 1.514, 4.139], [1.549, 0.520, -3.843], [-2.115, 3.553, -2.864], [-1.220, -3.213, -4.040], [-3.372, 1.617, 2.022], [-1.062, -2.769, -2.718], [3.382, -2.280, -2.160], [-2.127, 2.638, -2.257], [-3.427, 2.307, 3.671], [-1.891, 2.320, 2.759], [1.733, -0.465, -3.393], [-2.813, 1.752, 2.959], [3.380, 2.532, 0.621], [4.099, -0.105, 1.262], [-0.175, 4.296, 0.555], [-1.048, 4.051, -0.068], [1.157, -4.454, 1.266], [2.732, 2.568, 1.506], [0.123, 4.190, -2.832], [-3.492, 1.109, 5.278], [2.590, -0.943, -3.889], [2.166, -4.829, 1.057], [-3.051, 2.611, -1.663], [3.376, -0.164, 2.084], [-0.184, 0.208, 0.039], [-1.432, -0.115, 1.703], [0.841, -1.088, -3.544], [-1.891, 3.803, 0.593], [-0.751, -1.688, 4.252], [-2.113, 1.768, -2.926], [2.101, -0.291, -1.608], [3.868, 0.109, 3.028], [-2.518, 0.458, 3.574], [0.108, -4.766, 0.487], [-2.428, -2.201, 3.925], [-1.525, -1.770, 3.469], [-1.167, -2.440, 2.678], [2.084, -2.652, -0.985], [0.585, 3.369, -2.265], [-2.801, -1.074, -3.086], [4.215, 0.482, -2.528], [0.208, -5.461, -0.356], [-0.634, -4.056, -4.407], [-2.930, -1.511, -4.409], [-2.888, 0.253, 4.975], [1.953, 3.323, 1.328], [1.341, 1.149, 3.509], [-3.394, -0.254, -2.673]],
  "forces_ev_per_a": [[0.11, -0.32, 0.13], [0.17, -0.20, -0.03], [-0.24, 0.04, -0.30], [-1.97, 0.16, 0.08], [0.04, 0.12, 0.32], [0.87, 0.20, 0.96], [0.16, 0.21, -0.07], [0.17, 0.20, 0.06], [-0.19, -0.08, -0.15], [0.20, -0.23, 0.21], [-0.12, 0.32, 0.16], [-0.21, -0.17, 0.25], [-0.14, -0.08, -0.27], [-0.49, 0.94, 0.28], [-0.10, 0.27, 0.11], [-0.40, -1.43, -0.83], [0.11, 0.30, -0.06], [-0.16, -0.06, -0.21], [-0.13, 0.08, -0.26], [0.20, -0.10, 0.04], [0.05, -0.30, -0.28], [0.37, -0.24, 0.00], [-0.73, 2.23, -1.06], [0.01, 0.03, -0.03], [0.04, -0.13, -0.91], [-0.12, 0.00, -0.26], [-0.28, -0.11, -0.13], [0.07, -0.26, 0.02], [-0.01, -0.22, 0.22], [-0.33, 0.17, 0.28], [0.15, 0.03, 0.30], [0.01, -0.05, -0.32], [-0.08, 0.12, 0.31], [-0.18, -0.50, 0.02], [0.13, 0.03, -0.34], [-0.26, -0.20, 0.10], [-0.36, 0.08, -0.08], [-0.15, 0.31, -0.01], [-0.11, 0.03, 0.26], [-0.16, 0.02, 0.25], [-0.27, 0.02, -0.16], [0.05, -0.20, 0.49], [-0.45, 0.14, -0.53], [-0.22, 0.11, -0.32], [0.09, -0.25, 0.25], [0.08, -0.31, 0.09], [-0.25, 0.22, 0.11], [-0.46, 0.03, 0.17], [0.15, 0.02, -0.15], [-0.08, -0.34, -0.16], [2.47, 0.73, 1.24], [-0.38, -0.26, 0.66], [0.21, 0.12, -0.04], [0.20, 0.16, -0.18], [-0.31, -0.02, -0.20], [-0.03, 0.25, 0.04], [1.11, -0.53, -0.97], [-0.09, -0.03, -0.30], [0.72, -0.50, -0.61], [0.49, 0.15, 0.26], [0.34, 0.06, -0.07], [0.05, -0.41, 0.00], [-0.07, 0.17, 0.25], [0.24, 0.05, -0.09], [0.54, -0.42, 0.02], [0.53, -0.11, -0.09], [-0.18, 0.04, 0.25], [-0.03, 0.33, 0.36], [-0.19, 0.26, 0.11], [-0.05, -0.22, 0.27], [-0.20, -0.18, 0.59], [0.27, -0.09, 0.13], [-0.31, -0.01, 0.09], [0.08, -0.20, -0.24]]
}

---

{
  "formula": "C21H46F2O21S5",
  "method": "the ωB97M-V functional and the def2-TZVPD basis",
  "smiles": "O=C1OC[C@@H](F)O1.O=C1OC[C@@H](F)O1.CCOS(C)(=O)=O.CCOS(C)(=O)=O.CCOS(C)(=O)=O.CCOS(C)(=O)=O.CCOS(C)(=O)=O",
  "fmax_ev_per_a": 1.49,
  "e_lumo_ha": 0.002,
  "energy_ha": -4598.43512,
  "spin_multiplicity": 1,
  "orbital_gap_ev": 10.9,
  "species": ["H", "H", "O", "O", "O", "C", "C", "H", "H", "H", "O", "C", "H", "C", "H", "H", "C", "O", "H", "C", "H", "C", "C", "C", "H", "H", "H", "O", "O", "F", "O", "H", "S", "H", "O", "H", "S", "O", "O", "S", "H", "H", "H", "H", "O", "H", "O", "H", "O", "H", "C", "F", "C", "H", "H", "O", "H", "C", "C", "H", "H", "H", "C", "H", "O", "O", "S", "H", "H", "C", "C", "H", "H", "H", "H", "O", "O", "C", "H", "C", "H", "H", "O", "S", "C", "H", "H", "C", "H", "H", "O", "H", "H", "H", "C"],
  "xyz": [[3.379, 3.132, 4.112], [2.297, 0.835, -6.390], [-5.503, -2.538, 0.089], [-2.652, 1.374, -4.197], [5.832, -0.593, -0.227], [-5.060, -3.270, -2.344], [0.499, -0.159, -5.737], [-3.882, 3.904, -4.638], [-1.264, -4.685, 0.884], [4.715, -2.114, -2.166], [-4.738, -0.834, -1.534], [5.051, 0.303, -0.906], [-1.222, -2.294, -2.783], [-1.546, -3.712, 0.471], [-5.863, 3.407, -1.249], [2.919, 1.413, 4.113], [4.195, -1.710, -1.295], [1.101, -0.624, -2.830], [0.003, -3.353, 3.934], [1.396, 0.393, -6.813], [0.916, 5.374, 4.985], [-5.287, 2.803, -0.553], [2.112, -3.356, 4.366], [-2.894, -3.783, -0.203], [2.870, -0.783, 4.289], [4.247, -1.491, 0.751], [-3.315, 1.930, -0.476], [5.331, 1.444, -1.035], [0.418, 1.409, 4.788], [-1.745, 1.054, 2.049], [0.258, -0.755, 0.416], [0.320, 0.587, -4.959], [-2.582, 2.457, -3.285], [-1.457, -0.921, -3.865], [1.115, -1.345, -5.196], [1.741, 5.001, 3.418], [0.774, -1.705, -3.688], [3.330, -3.153, 3.593], [-3.906, 2.388, -2.421], [-4.722, -2.159, -1.025], [-3.689, -4.174, 0.423], [-0.488, -0.408, -6.135], [-0.718, -3.453, -0.188], [-0.868, 6.398, 3.895], [-1.480, 2.626, -2.389], [2.069, -2.670, 5.209], [0.390, 1.217, 1.397], [0.363, 6.630, 2.666], [5.621, -2.587, 3.426], [1.025, -3.905, 2.593], [1.046, 0.040, 1.146], [3.027, -2.370, -1.163], [-0.213, 5.875, 3.204], [-5.035, -4.300, -2.002], [1.691, -0.377, -7.528], [-3.191, -2.460, -0.725], [-6.108, -3.103, -2.608], [4.996, -1.733, -0.011], [0.798, 5.008, 3.968], [-4.463, -2.978, -3.202], [-1.223, 2.024, 0.370], [-1.272, -2.594, -4.551], [-0.937, 1.153, 0.952], [-0.755, 5.263, 2.488], [2.113, -0.256, 1.577], [0.287, 3.658, 4.017], [1.148, 2.615, 4.853], [-1.799, -0.773, 0.356], [0.885, 1.154, -7.405], [-2.918, 3.964, -4.148], [3.954, -0.767, 4.249], [-2.730, 4.760, -3.434], [-2.160, 4.030, -4.933], [-2.765, -4.437, -1.075], [4.260, -0.403, 3.268], [4.589, -2.909, 5.677], [1.499, 3.238, 6.088], [-0.982, -1.897, -3.772], [-3.416, 3.707, -0.923], [-3.849, 2.708, -1.010], [5.483, -2.665, 0.250], [2.297, 2.490, 2.816], [3.959, -0.322, -1.400], [4.543, -2.433, 4.335], [-0.968, -0.127, 0.101], [0.888, -2.174, 3.034], [-1.575, -3.038, 1.330], [2.602, 2.419, 3.856], [4.435, -0.125, 4.984], [2.164, -4.391, 4.702], [1.311, -3.007, -3.472], [-5.355, 3.157, 0.473], [-5.717, 1.796, -0.558], [-0.902, 0.230, -0.929], [0.952, -3.195, 3.414]],
  "forces_ev_per_a": [[-0.10, 0.13, 0.05], [0.00, -0.05, 0.02], [-0.63, -0.22, 0.96], [0.33, -0.61, -0.54], [-0.10, 0.01, 0.17], [-0.99, 0.28, -0.15], [-0.34, 0.53, -0.23], [-0.24, 0.15, 0.36], [-0.28, -0.07, -0.09], [-0.05, 0.23, -0.19], [0.02, 0.61, -0.02], [0.63, -0.35, 0.39], [-0.20, -0.06, -0.09], [0.14, -0.22, 0.89], [-0.01, 0.25, 0.18], [0.16, 0.07, -0.29], [0.10, -0.73, 0.67], [0.04, 0.61, 0.29], [0.12, -0.23, 0.10], [0.23, 0.04, -0.37], [0.30, -0.04, 0.01], [-0.12, -1.07, -0.06], [0.03, -0.56, -0.66], [1.14, -0.43, -0.85], [-0.02, 0.16, 0.29], [0.24, -0.15, 0.26], [0.23, 0.10, 0.01], [-0.21, 0.33, -0.15], [-0.52, -0.91, 0.18], [-0.15, 0.06, 0.01], [0.48, -0.71, 0.13], [0.24, -0.12, 0.15], [-1.13, 0.64, 0.61], [-0.07, -0.04, -0.16], [0.11, 0.09, 0.18], [0.12, -0.05, 0.23], [-0.71, -1.06, -0.76], [0.00, 0.16, 0.26], [0.07, -0.42, 0.05], [0.66, -0.26, -0.87], [-0.07, 0.30, 0.18], [0.11, -0.27, -0.04], [-0.23, 0.32, -0.17], [-0.30, -0.18, -0.11], [0.39, -0.06, -0.12], [0.02, -0.04, 0.07], [0.43, 0.27, -0.15], [-0.18, 0.06, -0.10], [0.75, -0.02, -0.05], [0.04, 0.08, -0.09], [-0.84, -0.12, 0.23], [-0.18, 0.14, 0.05], [0.82, -0.09, 0.34], [0.55, -0.06, -0.14], [0.00, -0.13, 0.16], [-0.32, -0.12, 0.28], [0.05, 0.21, 0.05], [-1.07, -0.03, -0.07], [-0.62, 0.28, -0.45], [0.28, -0.41, 0.04], [0.19, 0.28, 0.27], [0.14, -0.02, -0.09], [0.04, -0.77, -0.08], [-0.15, 0.08, 0.00], [0.14, 0.34, -0.09], [-0.02, -0.01, 0.01], [0.43, 1.21, -0.59], [-0.09, 0.00, -0.29], [-0.11, 0.08, 0.22], [1.27, -0.36, -0.38], [0.54, 0.21, -0.35], [-0.51, 0.21, -0.09], [0.03, 0.05, 0.08], [-0.34, -0.03, 0.06], [-0.16, -0.11, -0.08], [0.24, 0.14, 0.34], [0.10, -0.16, 0.42], [-0.01, 0.43, 0.82], [0.51, -0.27, 0.22], [-0.80, 0.82, -0.16], [0.58, 0.23, -0.20], [0.10, -0.20, -0.06], [-0.01, 0.32, -0.74], [-1.14, -0.19, -0.64], [0.42, 1.36, 0.07], [0.24, -0.08, -0.19], [0.10, 0.13, -0.15], [-0.20, -0.11, 0.27], [-0.17, -0.23, 0.30], [-0.03, 0.13, 0.40], [0.36, 0.04, -0.06], [0.05, 0.28, -0.05], [-0.06, 0.10, -0.07], [-0.40, -0.59, -0.22], [-0.41, 0.42, 0.22]]
}